Version a
This record from the OMol25 dataset describes C3HNO2S2 in the gas phase. The level of theory is the ωB97M-V functional and the def2-TZVPD basis.

As for the SMILES: O=[N+]([O-])/C=C1\SC1=S. As for the spin multiplicity: 1. For the LUMO energy (spin up / spin down), the calculation gives -3.0 / -3.0 eV. Its orbital gap (spin up / spin down) is 0.229 / 0.230 Eh.

Element x y z (Å)
S 1.69178 -1.21834 0.01971
S 3.38202 1.56610 -0.02663
O -1.17128 -1.82933 -0.03699
O -2.88839 -0.49991 0.09662
N -1.68496 -0.72103 0.00169
C -0.91356 0.39414 -0.07548
C 2.08799 0.67282 -0.00147
C 0.80328 0.24747 0.02737
H -1.30688 1.38810 -0.00482



Version b
This record from the OMol25 dataset describes a 2-piece molecular cluster, C3HNO2S2 overall. The level of theory is the ωB97M-V functional and the def2-TZVPD basis.

As for the spin multiplicity: 1. For the LUMO energy (spin up / spin down), the calculation gives -2.3 / -2.3 eV. Its orbital gap (spin up / spin down) is 0.243 / 0.243 Eh.

Element x y z (Å)
S 0.54294 -2.91078 -2.41852
S 2.52669 0.97340 -2.03273
O -1.37416 -1.50231 -1.26032
O 0.42875 -3.76247 -1.22941
N -0.84918 -1.53051 -0.20409
C 1.44270 -1.65165 -1.81085
C -0.33929 -1.41297 0.85822
C 1.87813 -0.47131 -1.88838
H -0.35192 -1.11649 1.88705



Which is most stable, and by how much? version b, by 0.0288 hartree.



Version a
This record from the OMol25 dataset describes C22H31NO5 in the gas phase. The level of theory is the ωB97M-V functional and the def2-TZVPD basis.

As for the SMILES: COCCn1c(C)cc(C(=O)COC(=O)[C@@]23C[C@@H]4C[C@@H](C[C@@](O)(C4)C2)C3)c1C. As for the spin multiplicity: 1. For the LUMO energy, the calculation gives 0.6 eV. Its orbital gap is 0.314 Eh.

Element x y z (Å)
O -1.37940 -0.98330 -2.93416
O 2.67995 0.97541 -0.16843
O 2.36472 1.80946 3.23207
O -3.39489 2.23980 3.94401
O 2.40452 -0.76037 1.21740
N -1.55756 1.31288 1.57200
C 2.29810 -3.02314 -3.26934
C 1.92338 -2.56151 -0.84646
C 0.87033 -1.06566 -3.86719
C -0.03724 -1.35976 -2.66809
C 2.29518 -1.52198 -3.55511
C 0.49483 -0.60252 -1.44602
C 3.04172 1.78381 0.94761
C 2.82369 -0.76340 -2.33669
C -3.70254 2.01756 2.59148
C -0.45569 0.66212 3.72157
C -4.01322 1.35185 4.84239
C 1.39724 -3.31142 -2.06874
C -0.45341 1.24374 2.35883
C 2.37005 -0.29611 0.10824
C 1.99872 1.77928 2.07625
C -2.22491 2.10156 -0.72217
C 0.10451 2.16728 0.37714
C 0.61910 1.75282 1.63776
C -1.23170 1.89794 0.36827
C -0.02879 -2.86002 -2.37823
C -2.88172 0.88674 1.93633
C 1.92596 -1.05841 -1.13223
H -0.80464 -0.37173 3.70934
H -0.68946 -3.06109 -1.53388
H -3.09200 2.66424 -0.37821
H -0.42370 -3.39152 -3.24542
H -3.73774 1.68706 5.84014
H 1.30029 -2.76282 0.02600
H -2.80434 0.04535 2.62825
H 0.55731 0.68584 4.11139
H 3.84647 -1.07767 -2.11841
H -1.75566 2.65618 -1.53055
H 0.65987 2.64239 -0.40708
H -1.38751 -0.05149 -3.18137
H -3.48032 2.96134 2.08591
H 3.15797 2.79568 0.55266
H 1.93856 -3.56826 -4.14458
H 2.83612 0.30933 -2.53548
H -0.15469 -0.79339 -0.58890
H 0.48446 0.47138 -1.64341
H -1.09961 1.24438 4.37908
H -2.57244 1.14500 -1.11783
H 0.48705 -1.58935 -4.74565
H 3.99202 1.43976 1.36875
H -5.10471 1.38238 4.73702
H 1.39686 -4.38640 -1.86112
H -3.67611 0.31799 4.70739
H 0.85894 0.00709 -4.08252
H -3.40087 0.54757 1.03694
H 2.93830 -1.31140 -4.41676
H 3.31561 -3.35862 -3.05931
H 2.93706 -2.88975 -0.60928
H -4.77400 1.79590 2.47837



Version b
This record from the OMol25 dataset describes C22H31NO5 in the gas phase. The level of theory is the ωB97M-V functional and the def2-TZVPD basis.

As for the SMILES: CCOc1ccc(CC(NCCO)=C2C(=O)CC(C)(C)CC2=O)cc1OCC. As for the spin multiplicity: 1. For the LUMO energy, the calculation gives 0.6 eV. Its orbital gap is 0.319 Eh.

Element x y z (Å)
O -0.73314 2.97998 -2.54532
O -2.46689 -1.75141 -0.03833
O -4.83321 -0.47369 0.98939
O 2.51776 1.56442 -1.61066
O 2.43382 0.23650 2.91985
N 0.79655 2.62610 -0.11181
C 2.67112 -2.16674 -0.32228
C -5.19231 -1.23338 -0.15161
C 2.25405 0.93881 0.65977
C -1.15991 0.00707 0.99403
C 2.78613 0.13252 1.75448
C -2.37192 -0.59884 0.69194
C 5.16363 -2.22284 -0.22748
C -5.01713 -0.45768 -1.45250
C -1.72764 -3.52526 -1.41807
C 3.99544 -0.10805 -0.87804
C 0.26383 1.77401 2.06923
C 3.92590 -1.35302 -0.00014
C -0.49219 4.00424 -1.61808
C -3.56285 -0.00775 1.16099
C -1.30022 -2.31913 -0.59596
C 2.86652 0.86587 -0.64494
C -2.25344 1.72455 2.24000
C -1.08127 1.16528 1.75777
C -0.36152 3.47719 -0.18393
C -3.46832 1.14039 1.94008
C 3.89091 -0.85970 1.44116
C 1.13905 1.79091 0.85092
H 2.61179 -3.04223 0.32052
H -4.63373 -2.17250 -0.18932
H -4.38925 1.56631 2.30559
H 0.41262 4.56896 -1.88481
H 0.74923 1.20105 2.86011
H 2.68886 -2.50048 -1.35767
H -0.85509 -3.99454 -1.86316
H -2.40877 -3.21623 -2.20653
H -0.79075 -1.58662 -1.23806
H -0.61232 -2.63161 0.20169
H 5.20878 -2.55763 -1.26149
H 4.92648 0.43128 -0.67385
H -6.25074 -1.45553 0.01358
H -5.55236 0.48780 -1.40043
H 0.03835 2.40022 -2.58806
H 0.12560 2.79821 2.42209
H -1.26360 2.91502 0.07936
H 1.39835 2.54728 -0.95163
H -3.96572 -0.25142 -1.63599
H 1.77564 -1.56921 -0.17134
H 3.78789 -1.68874 2.14484
H 5.13404 -3.09961 0.41541
H -0.26286 4.32195 0.50813
H -1.35328 4.67293 -1.68038
H -5.40907 -1.04107 -2.28116
H -2.22279 2.61758 2.84587
H -0.24045 -0.43718 0.64795
H 4.83438 -0.35722 1.67912
H 6.07313 -1.66809 -0.00733
H -2.23521 -4.24622 -0.78302
H 3.99810 -0.36284 -1.94048



Which is most stable, and by how much? version a, by 0.0431 hartree.



Version a
This record from the OMol25 dataset describes C9H15NO2 in the gas phase. The level of theory is the ωB97M-V functional and the def2-TZVPD basis.

As for the SMILES: CO[C@@H]1C=CC(=O)N1C(C)(C)C. As for the spin multiplicity: 1. For the LUMO energy, the calculation gives 0.6 eV. Its orbital gap is 0.359 Eh.

Element x y z (Å)
O 0.15890 2.57426 -0.84996
O -1.71471 -1.46563 0.28115
N -0.11676 0.48595 -0.02541
C -1.93238 1.88424 0.18328
C -0.54343 1.73786 -0.36570
C 1.77893 0.37302 1.49196
C 2.14911 0.56826 -1.10730
C 1.37889 -1.59600 -0.14388
C -1.33456 -0.23100 0.81286
C 1.20232 -0.09879 0.05267
C -2.12699 -1.45962 -1.05749
C -2.37182 0.82180 0.84192
H 0.67032 -2.22341 0.48633
H -2.78887 -2.25140 -1.27050
H 1.30314 1.26085 1.79522
H -1.19651 -1.69655 -1.62577
H 1.12156 -1.73665 -1.15738
H 3.20914 0.29722 -0.78642
H 1.72582 0.25971 -2.08321
H 2.39692 -1.77656 -0.09051
H -3.29690 0.75331 1.35622
H -2.58198 2.61314 -0.07755
H 1.67549 -0.36624 2.24647
H 2.81767 0.63276 1.40759
H -2.54544 -0.50787 -1.23807
H 1.88586 1.65465 -0.94934
H -0.92370 -0.50730 1.87284



Version b
This record from the OMol25 dataset describes C9H15NO2 in the gas phase. The level of theory is the ωB97M-V functional and the def2-TZVPD basis.

As for the spin multiplicity: 1. For the LUMO energy (spin up / spin down), the calculation gives 0.3 / -1.4 eV. Its orbital gap (spin up / spin down) is 0.342 / 0.213 Eh.

Element x y z (Å)
O -2.00518 0.77214 0.77567
O -0.77905 -2.33620 -1.68429
N -1.02240 -1.67093 -0.65391
C 0.23592 0.63727 1.60985
C -0.81739 0.40378 0.70555
C -1.44853 -2.25095 0.57328
C 0.84110 1.49986 -1.59608
C 0.02452 0.23061 -1.72319
C 1.60287 0.10806 1.49333
C -0.05921 1.65737 2.69141
C -0.07548 -0.41344 -3.02030
C -0.48938 -0.38201 -0.66603
H 2.06435 0.31689 2.53858
H 1.89315 1.14342 -1.63003
H 2.23114 0.59106 0.79780
H 0.78494 -1.04754 -3.24703
H -0.93751 2.24894 2.35996
H 0.69179 2.04766 -0.67245
H 0.92753 2.16580 2.77676
H -0.98275 -3.17303 0.71855
H -0.07390 0.30978 -3.81981
H -1.30479 -1.54656 1.42599
H 0.67988 2.06087 -2.49015
H 1.71763 -1.03447 1.40040
H -0.99228 -0.97669 -2.94374
H -0.19131 1.27342 3.66578
H -2.51564 -2.63510 0.61412



Which is most stable, and by how much? version a, by 0.1161 hartree.